Record 1
{
  "formula": "C5H8O2",
  "method": "ωB97M-V with the def2-TZVPD basis set",
  "elements": ["O", "C", "C", "O", "C", "C", "C", "H", "H", "H", "H", "H", "H", "H", "H"],
  "positions_angstrom": [[-0.734, 1.525, -2.826], [-0.381, -1.143, -1.252], [-0.159, -0.477, -0.126], [-1.102, 0.131, 0.690], [-0.043, 0.659, 1.512], [0.703, -0.458, 2.141], [1.003, -0.055, 0.706], [-1.626, 1.400, -2.490], [-1.390, -1.278, -1.625], [0.446, -1.567, -1.810], [-0.226, 0.877, -2.323], [-0.125, 1.685, 1.849], [0.187, -1.394, 2.339], [1.472, -0.180, 2.858], [1.974, 0.275, 0.357]],
  "mulliken_charge": [-0.68, -1.11, 0.70, -0.41, -0.08, -0.58, -0.37, 0.33, 0.35, 0.31, 0.35, 0.38, 0.20, 0.26, 0.34],
  "total_energy_ha": -345.69758,
  "lumo_energy_ev": 0.934,
  "homo_lumo_gap_ha": 0.371,
  "de_lowest_kcal_mol": 67.4,
  "homo_energy_ev": -9.15
}

=====

Record 2
{
  "formula": "C2HClO3S",
  "method": "ωB97M-V with the def2-TZVPD basis set",
  "elements": ["C", "C", "O", "O", "O", "S", "Cl", "H"],
  "positions_angstrom": [[-0.187, -0.480, 0.009], [-1.173, 0.529, 0.002], [-1.090, 1.714, 0.001], [2.354, -1.160, -0.011], [1.856, 1.269, 0.007], [1.425, -0.079, -0.003], [-2.785, -0.265, -0.005], [-0.400, -1.529, 0.001]],
  "mulliken_charge": [-0.51, 0.74, -0.43, -0.48, -0.43, 0.99, -0.22, 0.34],
  "total_energy_ha": -1160.84515,
  "lumo_energy_ev": -1.227,
  "smiles": "O=C(Cl)C=S(=O)=O",
  "homo_lumo_gap_ha": 0.360,
  "de_lowest_kcal_mol": 15.8,
  "homo_energy_ev": -11.02
}

=====

Record 3
{
  "formula": "C3H8N2O3P",
  "method": "ωB97M-V with the def2-TZVPD basis set",
  "elements": ["C", "C", "C", "N", "N", "O", "O", "O", "P", "H", "H", "H", "H", "H", "H", "H", "H"],
  "positions_angstrom": [[0.672, 0.081, 0.066], [-1.568, -0.679, -0.375], [-0.741, 0.669, -0.205], [0.885, -0.380, 1.406], [-1.311, 1.394, 0.986], [1.694, 0.939, -0.463], [2.901, -1.333, -1.096], [0.869, -0.647, -2.627], [1.595, -0.535, -1.354], [-1.174, -1.285, -1.206], [-1.441, -1.242, 0.605], [-2.668, -0.381, -0.674], [-0.801, 1.237, -1.063], [1.335, -1.324, 1.357], [1.722, 0.129, 1.959], [-1.137, 2.347, 0.939], [-0.832, 1.011, 1.747]],
  "mulliken_charge": [0.70, -1.22, -0.21, -0.73, -0.75, -0.58, -0.78, -0.70, 0.64, 0.36, 0.29, 0.28, 0.50, 0.35, 0.28, 0.24, 0.32],
  "total_energy_ha": -795.78932,
  "lumo_energy_ev": 4.034,
  "smiles": "C[C@@H](N)[C@]1(N)O[P@]1(=O)[O-]",
  "total_charge": -1,
  "homo_lumo_gap_ha": 0.318,
  "de_lowest_kcal_mol": 3.3,
  "homo_energy_ev": -4.63
}

=====

Record 4
{
  "formula": "C3H4Br2Cl2",
  "method": "ωB97M-V with the def2-TZVPD basis set",
  "elements": ["C", "C", "C", "Cl", "Cl", "Br", "Br", "H", "H", "H", "H"],
  "positions_angstrom": [[1.034, 0.306, -0.784], [-1.057, 0.172, 0.728], [-0.066, -0.497, -0.196], [-1.690, 1.540, -0.247], [0.733, -1.993, 1.217], [-0.154, 1.014, 2.268], [-1.076, -1.619, -1.401], [1.673, 0.722, -0.024], [1.666, -0.229, -1.363], [0.757, 1.105, -1.411], [-1.819, -0.521, 1.212]],
  "mulliken_charge": [-1.25, -0.14, -0.04, -0.09, -0.19, -0.06, 0.04, 0.38, 0.45, 0.44, 0.47],
  "total_energy_ha": -6185.07931,
  "lumo_energy_ev": -0.856,
  "homo_lumo_gap_ha": 0.340,
  "de_lowest_kcal_mol": 17.6,
  "homo_energy_ev": -10.12
}

=====

Record 5
{
  "formula": "C2H7NS",
  "method": "ωB97M-V with the def2-TZVPD basis set",
  "elements": ["C", "C", "S", "N", "H", "H", "H", "H", "H", "H", "H"],
  "positions_angstrom": [[-1.061, 0.406, -0.152], [0.313, 0.201, 0.408], [1.280, -1.149, -0.432], [-1.695, 1.505, 0.627], [-0.993, 0.683, -1.204], [-1.693, -0.477, -0.063], [0.981, 1.043, 0.236], [0.382, -0.053, 1.462], [1.363, -0.661, -1.674], [-2.645, 1.690, 0.361], [-1.483, 1.399, 1.591]],
  "mulliken_charge": [-0.23, -0.73, -0.23, -0.54, 0.28, 0.27, 0.35, 0.36, 0.11, 0.20, 0.18],
  "total_energy_ha": -533.32244,
  "lumo_energy_ev": 1.033,
  "smiles": "NCCS",
  "homo_lumo_gap_ha": 0.372,
  "de_lowest_kcal_mol": 5.0,
  "homo_energy_ev": -9.08
}

=====

Record 6
{
  "formula": "C8H18N2P",
  "method": "ωB97M-V with the def2-TZVPD basis set",
  "elements": ["C", "C", "C", "C", "C", "C", "C", "C", "N", "N", "P", "H", "H", "H", "H", "H", "H", "H", "H", "H", "H", "H", "H", "H", "H", "H", "H", "H", "H"],
  "positions_angstrom": [[2.543, 1.301, -0.025], [1.644, -1.765, 0.956], [2.973, 2.399, -0.932], [-2.954, -0.187, -2.062], [-1.025, -0.890, 2.028], [-2.290, 0.481, -0.719], [-1.040, -0.357, -0.402], [0.948, 0.142, 1.089], [1.333, 1.158, 0.261], [-0.537, -0.035, 1.042], [1.620, -2.344, -0.584], [3.244, 0.582, 0.320], [1.646, -2.150, 1.961], [2.141, 3.098, -0.816], [3.011, 1.843, -1.947], [3.947, 2.677, -0.574], [-2.236, -0.601, -2.678], [-3.752, -0.853, -1.923], [-3.513, 0.656, -2.560], [-0.650, -1.866, 1.807], [-0.820, -0.483, 3.005], [-2.089, -0.977, 2.052], [-3.085, 0.499, 0.176], [-1.979, 1.515, -0.979], [-1.191, -1.416, -0.503], [-0.228, 0.000, -1.014], [1.165, 0.469, 2.067], [-0.864, 0.851, 1.253], [2.036, -3.748, -0.299]],
  "mulliken_charge": [-0.09, -0.25, -0.96, -1.29, -0.98, -0.30, -0.92, -0.64, -0.32, 0.20, -0.10, 0.52, 0.51, 0.30, 0.25, 0.34, 0.43, 0.37, 0.34, 0.47, 0.37, 0.33, 0.23, 0.37, 0.41, 0.47, 0.51, 0.35, 0.08],
  "total_energy_ha": -766.07592,
  "lumo_energy_ev": -3.563,
  "total_charge": 1,
  "homo_lumo_gap_ha": 0.353,
  "de_lowest_kcal_mol": 42.7,
  "homo_energy_ev": -13.17
}

=====

Repeat the first record exactly.
{
  "formula": "C5H8O2",
  "method": "ωB97M-V with the def2-TZVPD basis set",
  "elements": ["O", "C", "C", "O", "C", "C", "C", "H", "H", "H", "H", "H", "H", "H", "H"],
  "positions_angstrom": [[-0.734, 1.525, -2.826], [-0.381, -1.143, -1.252], [-0.159, -0.477, -0.126], [-1.102, 0.131, 0.690], [-0.043, 0.659, 1.512], [0.703, -0.458, 2.141], [1.003, -0.055, 0.706], [-1.626, 1.400, -2.490], [-1.390, -1.278, -1.625], [0.446, -1.567, -1.810], [-0.226, 0.877, -2.323], [-0.125, 1.685, 1.849], [0.187, -1.394, 2.339], [1.472, -0.180, 2.858], [1.974, 0.275, 0.357]],
  "mulliken_charge": [-0.68, -1.11, 0.70, -0.41, -0.08, -0.58, -0.37, 0.33, 0.35, 0.31, 0.35, 0.38, 0.20, 0.26, 0.34],
  "total_energy_ha": -345.69758,
  "lumo_energy_ev": 0.934,
  "homo_lumo_gap_ha": 0.371,
  "de_lowest_kcal_mol": 67.4,
  "homo_energy_ev": -9.15
}